Computed, not measured: a molecular structure, C3H2AgFO in a non-equilibrium geometry, with wB97M-V/def2-TZVPD.

Element x y z (Å)
C -1.597 -0.248 0.417
O -0.105 1.112 0.215
C 0.602 -0.010 0.228
C -0.451 -1.023 0.311
F -2.644 -0.404 -0.448
H -1.944 0.214 1.346
H -0.394 -2.000 -0.173
Ag 2.856 -0.299 -0.721

## Properties
- LUMO energy (spin up / spin down): -1.46 / -1.46 eV
- Orbital gap (spin up / spin down): 6.132 / 6.131 eV
- Multiplicity: 1
- Max |F|: 2.93 eV/Å

natural (NBO) population analysis, charges in e, atoms 1 to 4:
1 C 0.51
2 O -0.66
3 C 0.13
4 C -0.61